#i
Density functional theory data (ωB97M-V/def2-TZVPD) for a cluster of 2 separate species, C3H3ClO2 in total.

```
! RIJCOSX wB97M-V def2-TZVPD def2/J DEFGRID3
* xyz 0 1
C -0.0470 -0.0018 0.7987
C 0.6010 -1.3772 -0.6552
C -0.5243 1.1511 0.0647
O 0.2527 -0.2830 1.9085
O -0.0726 -1.2705 -1.6163
Cl 1.6223 -2.6749 -0.0770
H 0.0705 2.1089 0.4396
H -1.5534 1.4398 0.1076
H -0.3493 0.9076 -0.9706
*
```

## Properties
LUMO level = 0.002 hartree
Kohn-Sham gap = 8.80 eV

#ii
Density functional theory data (ωB97M-V/def2-TZVPD) for a cluster of 2 separate species, C3H3ClO2 in total.

```
! RIJCOSX wB97M-V def2-TZVPD def2/J DEFGRID3
* xyz 0 1
C 1.3982 -0.5053 -1.1676
C 1.2162 -1.6971 -0.8445
O 1.0667 -2.7855 -0.5766
H 2.3041 -0.3113 -1.5524
H 0.5933 0.1810 -1.0227
O -2.2284 1.0632 0.1717
C -1.6454 1.1317 1.1746
Cl -1.5238 2.5964 2.0711
H -1.1809 0.3268 1.7465
*
```

## Properties
LUMO level = 0.023 hartree
SMILES = C=C=O.O=CCl
Kohn-Sham gap = 10.20 eV

Winner for stability: #ii